The following is a quantum chemistry calculation of 2 unconnected molecules or ions with the total composition C10H16, from the OMol25 dataset.

Each line ends with the natural charge from an NBO analysis.
CARTESIAN COORDINATES (ANGSTROEM)
C -1.589 -0.372 2.506  -0.48
C -1.039 -1.635 3.216  -0.60
C -0.693 0.167 1.462  0.25
C 0.738 0.037 1.567  -0.15
C -1.232 0.727 0.277  -0.22
C 1.592 0.604 0.679  -0.20
C -0.375 1.301 -0.620  -0.13
C 1.034 1.241 -0.451  0.04
H -2.637 -0.398 2.218  0.25
H -1.576 0.424 3.240  0.28
H -0.199 -1.394 3.858  0.22
H 1.114 -0.455 2.455  0.25
H -2.281 0.828 0.034  0.25
H 2.664 0.604 0.811  0.26
H -0.779 1.832 -1.471  0.25
H 1.652 1.562 -1.272  0.24
H -0.824 -2.385 2.462  0.22
H -1.858 -1.997 3.836  0.25
C 1.137 -0.471 -4.467  -0.60
C 0.471 -0.599 -3.072  -0.63
H 1.932 -1.203 -4.585  0.21
H 0.369 -0.697 -5.205  0.22
H 1.552 0.510 -4.670  0.20
H -0.076 0.327 -2.950  0.19
H 1.176 -0.977 -2.329  0.21
H -0.204 -1.455 -3.147  0.22

Gap between HOMO and LUMO (alpha / beta): 10.2 / 6.6 eV
2S+1: 2
Total charge: +1
Energy above the lowest of the compared OMol25 structures with the same formula, charge and spin: 7.8 kcal per mole